Run a
H29O15 | ωB97M-V/def2-TZVPD

Each line ends with the Löwdin charge.
Positions of all 44 atoms, in Å:
O: -1.9207 -2.9388 0.8113  -0.385
O: 0.9678 0.0488 -0.8317  -0.061
O: 2.4751 -3.5766 0.8819  -0.070
O: -0.2211 -1.8588 2.5966  -0.122
O: 4.2731 1.7373 2.1638  -0.146
O: 0.4747 -0.0860 1.5888  -0.156
O: -2.1216 2.2634 -4.3390  -0.061
O: -3.7650 -1.0180 0.9059  -0.108
O: 0.1931 -4.6924 -1.5110  -0.018
O: 0.4407 1.8803 3.1446  -0.118
O: -3.9748 1.0652 -3.0951  0.059
O: -2.4183 -2.1366 -1.5904  -0.271
O: 0.3016 2.3967 -0.4013  -0.081
O: 3.2645 3.1760 -2.9660  0.022
O: 2.1123 4.2443 2.7541  -0.113
H: 0.5354 -2.4184 2.3303  0.037
H: -2.1522 -2.2259 -0.4001  0.048
H: 4.2449 0.7045 2.1619  0.077
H: 0.1175 1.6653 0.3155  0.061
H: 0.8233 -5.2837 -1.2321  -0.018
H: 2.7995 4.0175 -2.7666  0.072
H: -3.0605 -1.5746 1.2289  -0.041
H: 0.5379 0.9639 3.4743  0.035
H: -1.7555 -2.6857 -2.0148  -0.048
H: -2.0899 3.2258 -4.1032  0.058
H: -2.1910 -3.7531 0.3041  0.006
H: -0.3175 1.7956 2.4889  0.058
H: -0.1517 -4.1041 -0.8422  0.000
H: -3.9852 0.2241 -3.2264  -0.040
H: -3.8642 -1.7114 0.2133  0.017
H: 3.0150 -3.7007 0.0606  0.066
H: 1.0738 -0.9791 -1.0490  0.167
H: -0.2552 -0.7454 1.5093  0.019
H: 1.5981 -3.1905 0.8184  0.002
H: 3.7290 1.9366 2.9991  0.059
H: 0.7900 0.0366 0.6459  -0.032
H: -4.8098 0.9808 -2.6757  0.067
H: 2.2833 3.9420 1.7421  0.115
H: 0.0449 0.0752 -0.8827  0.035
H: 3.8864 3.2901 -2.4056  -0.090
H: 1.0125 1.9626 -0.8211  -0.023
H: -2.8660 1.9546 -3.9196  -0.099
H: 1.2003 4.1642 2.8848  -0.037
H: -0.8442 -2.6048 2.2623  0.057

Output
Charge ... -1
HOMO energy ... -6.4 eV


Run b
H29O15 | ωB97M-V/def2-TZVPD

Each line ends with the Löwdin charge.
Positions of all 44 atoms, in Å:
O: -2.7348 4.4794 -1.6971  -0.074
O: 1.4444 1.8198 -1.3182  -0.143
O: -0.5365 -4.9303 2.1046  -0.059
O: -1.2598 -2.4320 4.4806  -0.083
O: 0.6227 0.8419 3.9970  -0.089
O: 0.6403 -1.2955 2.3460  -0.144
O: -0.9746 0.7370 0.3109  -0.073
O: 2.3162 -3.0478 0.3299  -0.066
O: -0.3681 1.1877 -4.4749  -0.068
O: -2.3187 1.6002 -2.1038  -0.116
O: -2.0278 -1.6974 1.8346  -0.058
O: 1.6265 0.4185 0.8137  -0.344
O: 1.1921 -0.3786 -3.2813  -0.070
O: -1.5172 -0.8407 -2.8882  -0.076
O: 3.5280 3.3250 -0.7504  -0.105
H: -2.2006 4.9631 -1.0655  0.019
H: 2.0461 -3.2517 1.2250  0.003
H: -0.4573 0.0101 0.6940  0.012
H: -1.8459 -1.9911 3.8340  0.013
H: -0.3478 1.4297 0.5930  0.048
H: 2.4343 -2.0827 0.2835  0.021
H: -0.2955 -4.1843 1.5394  0.014
H: -2.4285 3.5497 -1.6992  -0.001
H: -0.5775 1.1651 -3.5376  -0.019
H: 1.1104 -0.7381 1.6242  -0.036
H: -2.1453 -0.4794 -3.5449  0.068
H: 1.7133 -1.0566 -2.8208  0.071
H: 0.1701 1.9960 -4.4397  0.060
H: 1.3505 1.0854 -0.5835  0.012
H: -0.5811 -4.5873 2.9995  0.017
H: -2.0350 1.5061 -1.1736  0.010
H: 0.9164 0.2358 -2.5854  0.011
H: 1.4792 2.6754 -0.9008  0.015
H: 2.2852 0.7757 1.4083  -0.012
H: -0.4851 -1.8577 4.5185  0.012
H: -0.6114 -0.7663 -3.2530  0.011
H: 3.2311 2.5069 -1.2403  0.033
H: -1.3501 -2.0736 1.2707  0.026
H: 4.3883 2.9419 -0.5065  0.036
H: -0.2978 1.0861 3.8329  0.033
H: 1.3207 -1.7749 2.8175  0.040
H: -2.1000 0.6137 -2.1032  0.019
H: -2.4836 -1.0166 1.3218  0.046
H: 0.7990 0.4262 3.1255  -0.014

Output
Charge ... -1
HOMO energy ... -7.0 eV


Most stable structure - run b; separation to the second - 118.7 kcal/mol.


Run a
FNO4S | ωB97M-V/def2-TZVPD

Each line ends with the Löwdin charge.
Positions of all 7 atoms, in Å:
S: -1.2832 0.4710 -0.1371  0.537
F: -2.2424 0.4256 1.2237  -0.185
O: -1.1710 1.8846 -0.3801  -0.166
O: 3.2920 -0.5706 0.0079  -0.021
O: -0.1329 -0.2544 0.2409  -0.142
O: -1.9571 -0.3019 -1.2348  -0.076
N: 3.4947 -1.6543 0.2794  0.053

Output
HOMO energy (alpha / beta) ... -13.6 / -8.5 eV


Run b
FNO4S | ωB97M-V/def2-TZVPD

Each line ends with the Löwdin charge.
Positions of all 7 atoms, in Å:
S: -0.7675 -0.0038 0.1026  0.645
F: -0.5296 -1.2333 -0.8896  -0.129
O: 0.4074 1.1023 -0.2785  -0.150
O: 1.6321 -0.5960 0.0171  0.035
O: -1.9219 0.6915 -0.2473  -0.181
O: -0.4660 -0.5372 1.3655  -0.198
N: 1.6457 0.5765 -0.0697  -0.022

Output
HOMO energy ... -11.8 eV
Structure (SMILES) ... O=NOS(=O)(=O)F


Most stable structure - run b; separation to the second - 27.9 kcal/mol.


Run a
C2H15NO4 | ωB97M-V/def2-TZVPD

Each line ends with the Löwdin charge.
Positions of all 22 atoms, in Å:
O: 1.2173 2.0686 -2.6529  -0.085
O: -1.7676 1.8491 -1.5803  -0.058
O: 2.0262 -0.5263 0.7408  -0.070
O: 0.5985 1.8596 0.1569  -0.042
N: -1.2733 -1.0219 0.7906  -0.148
C: -0.4096 -1.0689 1.9709  -0.196
C: -0.8825 -2.0891 -0.1852  -0.115
H: -2.2059 1.0036 -1.4022  0.037
H: 2.7082 0.1719 0.6978  0.078
H: -1.2017 -0.1117 0.3601  0.045
H: -0.4105 -2.8931 0.3749  0.071
H: 2.3126 -1.1591 0.0847  0.059
H: 0.4976 2.2589 -3.2651  0.029
H: -0.0775 -1.7856 -0.8706  0.067
H: -1.2415 1.9759 -0.7808  -0.003
H: 0.6863 -1.1693 2.0140  0.047
H: -1.8256 -2.3509 -0.6513  0.070
H: 0.6922 0.9977 0.5791  0.011
H: 1.1690 2.5544 0.4512  0.057
H: 0.6752 1.6169 -1.9792  -0.010
H: -0.7127 -1.9748 2.5162  0.076
H: -0.5746 -0.2059 2.6306  0.081

Output
HOMO energy ... -9.0 eV
Structure (SMILES) ... CNC.O.O.O.O


Run b
C2H15NO4 | ωB97M-V/def2-TZVPD

Each line ends with the Löwdin charge.
Positions of all 22 atoms, in Å:
O: 1.8246 2.0893 -1.1715  -0.060
O: -1.7978 1.7995 0.4284  -0.088
O: 1.6003 -3.4937 0.2973  -0.058
O: 0.1937 1.5790 3.2364  -0.063
N: 0.0655 -0.4284 -0.0827  0.003
C: -0.6370 -1.2566 -1.0851  -0.336
C: -1.5838 -0.5130 -1.9986  -0.107
H: 0.7209 -3.8174 0.0779  0.030
H: 0.8774 2.0016 -1.3426  0.024
H: 2.1594 -4.2781 0.3430  0.040
H: -2.2064 -1.1985 -2.5697  0.071
H: -2.6125 1.4016 0.7366  0.032
H: 2.0080 3.0174 -1.3475  0.041
H: -2.2111 0.1790 -1.4377  0.052
H: -1.0154 0.0937 -2.7005  0.070
H: 0.2855 2.0786 2.4191  0.020
H: 0.7886 1.9818 3.8731  0.028
H: -1.0782 1.1479 0.4848  -0.020
H: 0.8309 0.0798 -0.5210  0.053
H: 0.5396 -1.1242 0.4825  0.062
H: 0.0671 -1.7827 -1.7314  0.100
H: -1.1822 -1.9903 -0.4855  0.105

Output
HOMO energy ... -9.7 eV
Structure (SMILES) ... CCN.O.O.O.O


Run c
C2H15NO4 | ωB97M-V/def2-TZVPD

Each line ends with the Löwdin charge.
Positions of all 22 atoms, in Å:
O: -5.4045 -2.7920 0.2472  -0.056
O: -5.2506 -2.1378 3.8113  -0.067
O: 1.0171 0.1643 -1.9699  -0.096
O: -0.2449 1.2455 0.3379  -0.089
N: 3.4493 1.3516 -1.2865  -0.223
C: 3.2636 2.2352 -0.1302  -0.105
C: 4.4779 0.3747 -1.0832  -0.145
H: 2.4883 2.9643 -0.3646  0.084
H: -4.4769 -1.5652 3.7386  0.032
H: 4.1771 2.8121 0.0401  0.077
H: 4.4029 -0.0356 -0.0667  0.084
H: -5.5343 -2.2406 2.8927  0.013
H: -6.0347 -2.8945 -0.4770  0.039
H: 1.9205 0.5710 -1.8784  0.004
H: -4.5650 -2.8153 -0.2285  0.038
H: 0.4141 0.8487 -0.2628  -0.013
H: 3.6653 1.8444 -2.1408  0.112
H: 2.9944 1.6275 0.7263  0.085
H: 0.6755 0.4644 -2.8171  0.042
H: 4.3909 -0.4776 -1.7444  0.079
H: 5.4817 0.8149 -1.0255  0.080
H: -0.9839 0.6338 0.2823  0.024

Output
HOMO energy ... -9.6 eV
Structure (SMILES) ... CNC.O.O.O.O


Most stable structure - run b; separation to the second - 6.2 kcal/mol.


Run a
C4H6BrClO | ωB97M-V/def2-TZVPD

Each line ends with the Löwdin charge.
Positions of all 13 atoms, in Å:
Br: 4.4889 -0.0152 0.4471  0.213
Cl: 1.8055 2.1774 -1.0865  0.616
O: 0.9013 1.3434 1.5172  0.057
C: 0.1568 0.9950 0.6571  -0.513
C: -1.2038 0.3333 0.9802  -0.020
C: 0.4570 1.0181 -0.8053  -0.600
C: -0.2011 0.3777 -1.7284  0.047
H: -1.9708 0.6992 0.3069  0.075
H: 3.4564 0.4109 1.5070  -0.195
H: -0.9262 -0.1565 -1.2850  0.021
H: -0.9338 -0.7634 0.8558  0.116
H: -1.4249 0.5276 2.0703  0.103
H: 0.0410 0.4798 -2.7558  0.080

Output
HOMO energy ... -10.2 eV
Structure (SMILES) ... C=C(Cl)C(C)=O.Br


Run b
C4H6BrClO | ωB97M-V/def2-TZVPD

Each line ends with the Löwdin charge.
Positions of all 13 atoms, in Å:
Br: -2.4580 -0.0254 -1.4076  0.774
Cl: -1.5118 -2.5899 0.3216  0.421
O: -1.2341 0.1107 1.1110  0.007
C: 1.2177 -0.7850 0.5444  0.014
C: -1.3190 -0.6112 0.0047  -1.100
C: -0.1059 0.0781 0.2238  -0.534
C: 0.2701 1.3602 -0.5279  -0.062
H: -0.3990 2.2982 -0.2444  0.125
H: 0.8806 -1.2773 1.4827  0.091
H: 1.2535 -1.5411 -0.2365  0.079
H: 0.1330 1.3351 -1.6138  0.059
H: 1.3095 1.7269 -0.2008  0.096
H: 1.9636 -0.0794 0.5427  0.029

Output
HOMO energy ... -10.7 eV
Structure (SMILES) ... CC1(C)O[C@@]1(Cl)Br


Most stable structure - run a; separation to the second - 19.4 kcal/mol.